Record 1
CH3NO2S | wB97M-V/def2-TZVPD

Each line ends with the Mulliken charge.
Geometry (Å):
C  0.24756  1.02935  -1.80192  -0.273
N  0.01735  0.48608  -0.66724  0.013
O  -1.54571  -1.15871  2.62264  -0.398
O  0.33616  -0.60853  -0.16484  -0.308
S  -0.33757  -1.76209  2.07857  0.258
H  -0.10988  1.99444  -1.84538  0.254
H  0.68418  0.73186  -2.70769  0.298
H  0.70791  -0.71240  2.48585  0.156

Forces on the atoms, in the same order (eV/Å):
C -0.72 -0.12 1.66
N 1.11 -1.36 -0.14
O -1.87 0.40 0.59
O -0.24 1.13 -1.35
S 2.98 1.34 0.74
H -0.92 2.03 -0.05
H 0.95 -1.54 -0.63
H -1.29 -1.89 -0.81

- orbital gap (spin up / spin down) (eV) = 9.48 / 7.30
- max |F| (eV/A) = 3.354
- energy (eV) = -17500.510
- HOMO energy (spin up / spin down) (eV) = -10.0 / -8.6
- relative energy (zero: lowest compared OMol25 entry of this formula, charge and spin) (eV) = 4.9598



Record 2
C5H6O | wB97M-V/def2-TZVPD

Each line ends with the Mulliken charge.
Geometry (Å):
C  -0.89363  -1.03357  -0.80480  -0.117
C  0.09858  -1.25293  -0.05805  -0.433
C  0.87602  -0.00145  0.15645  -0.224
C  0.02092  1.01678  0.95972  -0.628
C  0.00729  0.85213  -0.53001  -0.035
O  -0.95692  0.21934  -1.29350  -0.385
H  -1.51516  -1.90372  -1.14705  0.319
H  0.17403  -2.18110  0.47046  0.352
H  1.91982  -0.10577  0.34269  0.407
H  0.65851  1.97333  1.25855  0.208
H  -0.69714  0.66222  1.78641  0.241
H  0.30767  1.75472  -1.14086  0.294

Forces on the atoms, in the same order (eV/Å):
C -3.63 -2.26 -3.14
C 3.18 -1.30 3.59
C 0.38 -2.48 2.70
C 0.97 1.11 1.94
C -0.32 5.92 -3.07
O -1.15 -0.28 -0.19
H -0.06 1.72 0.05
H 0.60 -0.31 0.10
H 0.70 0.47 -0.54
H -1.64 -2.09 -0.62
H 1.04 0.48 -1.87
H -0.07 -0.97 1.06

- SMILES = C1=C[C@@H]2C[C@@H]2O1
- orbital gap (eV) = 9.69
- max |F| (eV/A) = 6.678
- energy (eV) = -7326.574
- HOMO energy (eV) = -8.6
- relative energy (zero: lowest compared OMol25 entry of this formula, charge and spin) (eV) = 2.7109



Record 3
C14H42F2KN5O11S2 | wB97M-V/def2-TZVPD

Each line ends with the Mulliken charge.
Geometry (Å):
K  1.41704  4.72342  -0.83411  0.993
N  -0.05224  2.09900  -0.42747  -0.222
S  0.43450  1.52890  0.95798  0.516
O  1.10258  0.27432  0.94101  -0.339
O  -0.37799  1.80470  2.09312  -0.659
F  1.73986  2.49450  1.15069  -0.411
S  -1.26689  0.97963  -0.82687  0.651
O  -2.49427  1.30676  -0.21516  -0.593
O  -0.89492  -0.36784  -1.01591  0.103
F  -1.42434  1.54144  -2.30217  -0.321
C  3.87276  1.76794  -1.56631  -1.167
C  2.67142  1.26089  -2.31429  0.680
O  1.70520  2.31817  -2.54514  -0.558
H  3.55750  2.35603  -0.70324  0.194
H  4.46044  2.42634  -2.21116  0.326
H  4.50409  0.93785  -1.25126  0.326
H  2.16747  0.44968  -1.78175  -0.294
H  2.89044  0.89039  -3.31438  0.424
H  1.08254  2.27226  -1.79950  0.211
C  -1.83239  4.92459  -3.49349  -0.994
C  -2.34507  4.68966  -2.10544  -0.120
O  -1.23555  4.61742  -1.15312  -0.682
H  -1.23742  4.08322  -3.86136  0.252
H  -1.24223  5.84068  -3.57577  0.266
H  -2.61576  5.04863  -4.24794  0.366
H  -2.91168  3.77004  -1.96937  0.185
H  -2.95281  5.51837  -1.74371  0.328
H  -0.94689  3.69354  -1.15204  0.463
C  1.61555  -4.62740  0.53333  -1.469
C  0.98964  -3.25208  0.43589  0.395
O  1.95913  -2.30476  -0.03261  -0.448
H  0.89901  -5.35571  0.91951  0.408
H  2.49960  -4.58566  1.16659  0.304
H  1.86653  -4.99867  -0.46289  0.339
H  0.62714  -2.89697  1.40442  0.268
H  0.11389  -3.26655  -0.22042  -0.008
H  1.91527  -1.56205  0.57581  0.235
C  -2.47177  -0.74708  3.20611  0.486
O  -1.84519  -1.02761  2.19943  -0.426
N  -2.54982  0.53354  3.69822  -0.284
N  -3.16188  -1.71355  3.92233  -0.471
H  -3.15732  0.79348  4.45167  0.143
H  -1.84803  1.18079  3.38582  0.304
H  -3.69570  -1.53095  4.75048  0.141
H  -2.87802  -2.65585  3.73070  0.219
C  2.20427  -1.98447  -3.62778  0.466
O  2.39570  -1.97749  -4.83660  -0.720
N  1.08939  -1.41694  -3.06163  0.006
N  3.05437  -2.59857  -2.73788  -0.272
H  0.45210  -1.01568  -3.72119  0.101
H  0.97762  -1.46257  -2.06333  -0.085
H  2.92824  -2.39317  -1.75792  0.262
H  3.93852  -2.89894  -3.10092  0.210
C  1.56807  -0.13721  4.64631  -0.946
C  3.08773  -0.03504  4.63503  0.414
C  3.62766  1.36540  4.37983  -1.111
O  3.59992  -0.56449  5.86161  -0.567
H  1.28405  -1.14791  4.92899  0.325
H  1.12004  0.06804  3.67008  0.142
H  1.16998  0.59476  5.35607  0.348
H  3.48099  -0.67901  3.84386  0.156
H  4.63080  1.35887  3.94452  0.311
H  3.81220  1.88156  5.32985  0.386
H  3.00508  1.97327  3.72666  0.163
H  3.45323  0.09727  6.54492  0.349
C  -3.86365  -2.76628  -1.03559  -1.261
C  -4.24634  -1.57700  -1.91972  1.212
C  -3.76400  -1.75265  -3.33777  -1.348
O  -5.65692  -1.34345  -1.89827  -0.608
H  -3.91432  -2.49531  0.01873  0.273
H  -2.85421  -3.09402  -1.29240  0.211
H  -4.50350  -3.63022  -1.23785  0.427
H  -3.74351  -0.70700  -1.47459  -0.242
H  -4.12821  -0.96298  -4.00091  0.363
H  -4.21511  -2.65375  -3.77577  0.380
H  -2.68339  -1.83698  -3.41098  0.247
H  -5.96026  -1.44149  -0.99155  0.343

Forces on the atoms, in the same order (eV/Å):
K 0.01 -0.18 -0.08
N -1.35 -2.09 0.18
S 2.59 0.00 2.51
O -0.26 -0.43 -0.47
O -0.18 0.55 -0.38
F -0.71 0.65 -0.40
S -0.83 1.15 -2.05
O -0.25 0.25 0.64
O 0.71 -0.19 0.31
F 0.22 0.14 0.02
C 0.22 0.25 -0.39
C -0.89 0.15 -0.32
O 0.32 0.38 0.37
H 0.05 -0.22 0.23
H 0.06 -0.03 0.04
H 0.04 0.07 0.13
H 0.16 0.12 0.05
H 0.34 -0.13 0.11
H 0.04 -0.37 -0.34
C 0.04 -0.09 -1.01
C 0.44 0.24 1.04
O -0.02 0.05 -0.61
H 0.12 0.05 0.22
H 0.11 -0.08 0.29
H -0.26 -0.08 0.32
H -0.15 0.01 -0.35
H -0.07 0.00 -0.13
H -0.29 0.02 0.27
C -0.32 -0.05 -0.30
C -0.20 -0.01 0.27
O -0.06 -0.06 -0.02
H 0.02 0.12 0.25
H 0.04 -0.17 -0.02
H 0.29 0.16 0.04
H -0.03 -0.19 0.03
H 0.13 0.07 -0.14
H 0.00 0.28 -0.21
C -0.21 0.10 0.27
O 0.18 -0.08 0.29
N -0.09 -0.33 -0.07
N 0.14 0.24 -0.44
H 0.12 -0.13 0.11
H -0.14 0.08 -0.26
H 0.20 0.10 0.09
H -0.19 -0.08 -0.07
C -0.09 -0.26 -0.23
O 0.07 0.09 0.13
N 0.98 -0.58 -0.24
N -0.45 0.42 -0.13
H -0.32 0.13 0.32
H -0.54 0.16 -0.03
H 0.20 -0.28 0.15
H 0.06 0.04 0.01
C 0.11 0.34 -0.23
C -0.11 -0.17 -0.23
C 0.68 0.32 0.26
O 0.25 0.00 -0.22
H -0.07 0.01 0.17
H 0.14 0.06 0.04
H -0.14 -0.16 0.07
H -0.05 -0.19 0.18
H -0.09 -0.32 -0.16
H -0.53 0.13 -0.02
H -0.21 -0.03 0.08
H -0.04 -0.02 0.04
C -0.03 -0.15 -0.49
C 0.54 0.08 0.83
C -1.01 -0.32 -0.75
O 0.09 -0.10 -0.38
H 0.07 -0.11 0.05
H 0.11 0.17 0.29
H -0.16 0.13 0.03
H -0.09 0.05 -0.18
H 0.23 0.25 0.26
H 0.21 -0.09 0.22
H 0.07 0.09 0.14
H 0.04 0.03 0.03

- orbital gap (eV) = 8.19
- max |F| (eV/A) = 3.609
- energy (eV) = -88604.828
- HOMO energy (eV) = -9.1
- relative energy (zero: lowest compared OMol25 entry of this formula, charge and spin) (eV) = 0.0000



Record 4
C12H13ClFN2O3PSSn | wB97M-V/def2-TZVPD

Each line ends with the Mulliken charge.
Geometry (Å):
C  -1.26405  -0.97988  3.04574  -0.899
C  -2.77407  -0.63548  3.11071  -0.518
C  -3.39526  -0.24359  1.76341  -0.754
C  -2.88038  1.11587  1.20188  -0.838
C  -1.61232  0.85968  0.43637  0.552
C  -0.35719  1.35437  0.94308  -0.541
N  0.80020  1.16080  0.38053  -0.127
C  0.69273  0.41848  -0.76635  0.184
C  1.86619  0.09802  -1.45730  0.889
P  3.40668  0.62442  -0.78854  0.274
O  3.28596  2.29481  -0.32564  -0.466
Cl  3.77602  -0.28415  0.99003  -0.059
C  1.85084  -0.63370  -2.61389  0.385
S  3.32086  -1.11840  -3.52412  1.186
O  2.95390  -1.33046  -4.86106  -0.547
O  3.84859  -2.24849  -2.85772  -0.484
F  4.31082  0.12890  -3.44372  -0.190
C  0.65489  -1.06223  -3.16566  -0.889
C  -0.48406  -0.75698  -2.49315  -0.600
C  -0.49562  -0.03716  -1.29327  -0.392
N  -1.69420  0.18979  -0.67945  -0.422
H  -0.69403  -0.08851  3.32942  0.195
H  -0.99202  -1.81583  3.68591  0.379
H  -0.97234  -1.22171  2.01548  0.232
H  -3.30007  -1.50835  3.49930  0.350
H  -2.91152  0.20088  3.80069  0.298
H  -4.47539  -0.19068  1.91495  0.377
H  -3.23199  -1.04488  1.03726  0.417
H  -3.62852  1.41945  0.46752  0.338
H  -2.74543  1.85520  1.98991  0.443
H  -0.37633  1.91668  1.87175  0.510
H  2.89028  2.29106  0.57724  0.424
H  0.64491  -1.61743  -4.09286  0.591
H  -1.42797  -1.09409  -2.90531  0.530
Sn  5.40987  1.98359  -0.79314  1.168

Forces on the atoms, in the same order (eV/Å):
C -0.35 0.65 -0.44
C 0.45 -0.19 -0.25
C -0.05 -0.06 0.77
C -0.02 -1.18 -0.49
C -0.67 0.39 0.18
C 0.22 0.28 0.55
N -0.74 -0.27 -0.22
C 0.96 0.38 0.49
C 1.24 0.30 0.12
P -1.80 -0.66 0.81
O -0.07 -1.36 0.65
Cl -0.01 0.42 -0.50
C 1.03 0.47 -0.89
S -1.28 -2.50 -0.88
O -0.07 1.18 -0.85
O 1.07 0.76 1.34
F -0.28 -0.11 0.25
C 0.43 -0.23 -0.35
C -0.99 -0.40 -0.33
C -1.13 -0.21 -0.10
N 0.63 0.26 0.22
H 0.21 -0.26 0.13
H 0.04 0.12 0.06
H -0.01 -0.25 0.14
H -0.16 0.18 0.03
H -0.16 -0.23 0.16
H 0.05 0.21 -0.13
H 0.03 0.17 -0.10
H 0.10 0.40 0.12
H -0.10 0.04 -0.07
H 0.01 0.03 -0.07
H -0.52 0.62 -0.23
H -0.03 0.03 -0.01
H -0.10 0.11 0.17
Sn 2.08 0.91 -0.28

- orbital gap (eV) = 5.48
- max |F| (eV/A) = 2.945
- energy (eV) = -62954.611
- charge = +2
- HOMO energy (eV) = -15.7
- relative energy (zero: lowest compared OMol25 entry of this formula, charge and spin) (eV) = 0.7879



What is the relative energy (zero: lowest compared OMol25 entry of this formula, charge and spin) in the fourth record?
0.7879 eV



Among the records above, which one has the highest max |F|?
C5H6O